# 1
The following is a DFT calculation (ωB97M-V/def2-TZVPD) of a cluster of 2 separate species, C3HBr2F3O in total.

Positions of all 10 atoms, in Å:
1 C 1.442 -0.816 -0.359
2 C 0.276 -0.723 0.721
3 C 3.960 1.658 0.361
4 O 1.221 -0.757 -1.542
5 F 0.713 -0.997 1.952
6 F -0.419 0.430 0.897
7 F 4.230 2.324 1.540
8 Br 3.113 -1.536 0.444
9 Br 5.354 1.477 -0.773
10 H -0.366 -1.522 0.450

Energy above the lowest of the compared OMol25 structures with the same formula, charge and spin   61.7 kcal/mol
Gap between HOMO and LUMO   0.328 Eh
E_HOMO   -9.8 eV

# 2
The following is a DFT calculation (ωB97M-V/def2-TZVPD) of a cluster of 2 separate species, C3HBr2O2 in total.

Positions of all 8 atoms, in Å:
1 C 0.890 0.845 0.794
2 C 0.021 1.230 1.494
3 C -0.720 -1.005 -1.164
4 O -1.147 -1.719 -0.333
5 O -0.693 -0.073 -1.876
6 Br 1.556 -1.686 -1.229
7 Br -1.362 1.765 2.435
8 H 1.455 0.643 -0.120

Energy above the lowest of the compared OMol25 structures with the same formula, charge and spin   17.4 kcal/mol
Gap between HOMO and LUMO   0.266 Eh
E_HOMO   -4.5 eV
Net charge   -1

# 3
The following is a DFT calculation (ωB97M-V/def2-TZVPD) of a cluster of 2 separate species, C3HBrCl2 in total.

Positions of all 7 atoms, in Å:
1 C -0.997 1.713 0.782
2 C -1.020 0.970 -0.165
3 C 1.287 -1.101 -0.743
4 Cl -0.918 0.019 -1.536
5 Cl 1.295 -0.735 0.913
6 Br 1.486 -2.936 -1.136
7 H -1.133 2.072 1.885

Energy above the lowest of the compared OMol25 structures with the same formula, charge and spin   10.2 kcal/mol
Gap between HOMO and LUMO (alpha / beta)   0.319 / 0.309 Eh
E_HOMO (alpha / beta)   -8.0 / -10.3 eV
Spin multiplicity   3
<S²>   2.008